Formula: C12H24FNO3Tl
Source: OMol25
Level of theory: ωB97M-V with the def2-TZVPD basis set

Results
- Spin multiplicity: 1
- Net charge: +3
- E_HOMO: -0.7376 Eh
- LUMO energy: -16.89 eV

Last column: Löwdin charge in e.
Geometry (Å):
C1 1.4805 4.0467 0.6509  -0.007
C2 1.2494 2.4813 0.2875  -0.186
O1 1.3741 2.1784 -1.1312  -0.223
C3 0.2072 1.5569 -1.6902  -0.201
C4 0.3770 -0.0289 -2.0607  -0.149
N1 0.6979 -0.9158 -0.9084  0.097
C5 2.1658 -0.9190 -0.6474  -0.112
C6 2.7044 -2.1507 0.2492  -0.074
C7 3.5191 -1.5321 1.5005  -0.124
F1 4.6072 -0.6685 1.0616  -0.077
C8 -0.0943 -0.6168 0.2850  -0.359
O2 0.3666 -0.4386 1.4353  0.192
O3 -1.4976 -0.4639 0.1076  0.031
C9 -2.2637 -1.4004 0.9039  -0.221
C10 -2.5947 -2.6799 -0.0353  0.060
C11 -3.7119 -0.7056 1.2424  -0.103
C12 -4.1344 0.4283 0.1968  -0.069
H1 1.8342 4.0513 1.7519  0.124
H2 0.4723 4.5706 0.5601  0.107
H3 2.3239 4.5328 0.0540  0.110
H4 2.0760 1.9094 0.8631  0.153
H5 0.2645 2.1682 0.7672  0.136
H6 -0.7500 1.6884 -1.0845  0.163
H7 0.0137 2.0943 -2.7022  0.136
H8 1.1518 -0.1103 -2.9304  -0.048
H9 -0.6356 -0.3904 -2.4911  0.187
H10 2.5782 0.0466 -0.1955  0.144
H11 2.6732 -1.0287 -1.6814  0.143
H12 1.8314 -2.7402 0.7102  0.139
H13 3.4339 -2.8473 -0.3026  0.154
H14 4.0305 -2.3754 2.1033  0.163
H15 2.8513 -0.8774 2.1739  0.131
H16 -1.8016 -1.6684 1.9096  0.179
H17 -3.5176 -2.5136 -0.7069  0.131
H18 -1.6497 -2.9081 -0.6563  0.121
H19 -2.8366 -3.5549 0.6749  0.147
H20 -4.5546 -1.4955 1.2169  0.154
H21 -3.7019 -0.2153 2.2939  0.179
H22 -5.2145 0.7726 0.4200  0.135
H23 -4.1008 -0.0216 -0.8679  0.113
H24 -3.4735 1.3603 0.2425  0.089
Tl1 2.2490 1.3813 -3.5704  1.336